DFT (ωB97M-V with the def2-TZVPD basis set) results for one molecule with the formula C23H26N4O4S.

The geometry in XYZ format:
```
58
Properties=species:S:1:pos:R:3:lowdin_charge:R:1
C -1.95 -2.78 -2.56 -0.1018
H -2.94 -2.70 -2.11 0.0888
O -1.20 -1.69 -2.08 -0.2140
C 0.12 -1.67 -2.58 -0.1857
C 0.93 -0.62 -1.82 -0.0865
N 1.30 -1.07 -0.50 0.0001
C 2.59 -1.46 -0.28 -0.5035
O 3.46 -1.34 -1.12 0.0587
C 2.89 -1.98 1.11 -0.3462
H 2.31 -2.87 1.33 0.0731
H 3.95 -2.22 1.17 0.0922
S 2.50 -0.78 2.41 0.9092
C 3.83 0.46 2.15 -0.3961
C 3.53 1.36 1.00 -0.3052
C 4.23 1.28 -0.19 -0.0486
C 3.89 2.09 -1.26 -0.0691
C 2.85 2.99 -1.16 -0.0865
C 2.16 3.10 0.04 -0.0945
C 2.49 2.29 1.11 -0.0952
H 1.97 2.38 2.05 0.1140
H 1.35 3.82 0.13 0.1045
H 2.59 3.62 -1.99 0.1014
H 4.45 2.00 -2.19 0.1085
H 5.04 0.57 -0.29 0.1155
H 3.87 1.01 3.09 0.0782
H 4.76 -0.09 2.00 0.0832
C 0.23 -1.48 0.34 -0.1605
C -0.58 -0.52 0.92 -0.2436
N -0.27 0.79 0.82 0.2260
H -0.78 1.47 1.36 0.1074
H 0.69 1.02 0.58 0.0671
N -1.73 -0.88 1.56 0.0644
C -2.15 -2.20 1.65 -0.4649
O -3.18 -2.52 2.19 0.0854
N -1.29 -3.11 1.12 0.2284
C -0.11 -2.87 0.40 -0.4285
O 0.51 -3.79 -0.07 0.0713
H -1.58 -4.08 1.18 0.1734
C -2.64 0.13 2.08 -0.0813
C -3.18 1.06 1.02 -0.2197
C -3.68 2.30 1.40 -0.0496
C -4.21 3.16 0.46 -0.0840
C -4.24 2.80 -0.87 -0.0886
C -3.74 1.57 -1.26 -0.0659
C -3.22 0.70 -0.32 -0.0256
H -2.83 -0.25 -0.64 0.1040
H -3.76 1.28 -2.30 0.1059
H -4.65 3.48 -1.61 0.1013
H -4.60 4.12 0.78 0.1025
H -3.66 2.58 2.45 0.1129
H -2.15 0.69 2.88 0.1379
H -3.47 -0.44 2.52 0.1360
H 1.85 -0.40 -2.36 0.1257
H 0.32 0.29 -1.73 0.1265
H 0.11 -1.44 -3.65 0.1294
H 0.59 -2.66 -2.44 0.1313
H -1.49 -3.73 -2.27 0.0910
H -2.05 -2.75 -3.65 0.0898
```

Summary:
net charge	0
multiplicity	1
largest force on an atom	0.0147	hartree/bohr
highest occupied orbital energy	-8.1	eV
relative energy (zero: lowest compared OMol25 entry of this formula, charge and spin)	0.0	kJ/mol
Kohn-Sham gap	8.52	eV